This record from OMol25 describes C42H43F3LaN4O4P2S as an isolated structure at a distorted geometry. The level of theory is the ωB97M-V functional and the def2-TZVPD basis.

Positions of all 100 atoms, in Å:
La (0.360, -1.499, -0.547)
N (1.040, -1.968, 2.114)
C (0.994, -3.345, 2.532)
C (0.902, -3.817, 3.796)
C (1.173, -5.138, 4.099)
C (1.656, -6.030, 3.182)
C (1.667, -5.616, 1.801)
C (2.284, -6.454, 0.828)
C (2.537, -5.941, -0.394)
C (2.111, -4.626, -0.706)
N (1.556, -3.812, 0.212)
C (1.385, -4.281, 1.493)
H (1.952, -1.777, 1.717)
H (0.956, -1.391, 2.916)
H (0.608, -3.158, 4.594)
H (1.036, -5.387, 5.118)
H (1.975, -7.008, 3.359)
H (2.529, -7.462, 1.078)
H (3.030, -6.536, -1.131)
H (2.216, -4.211, -1.693)
N (-1.810, -3.517, 0.140)
C (-2.901, -3.559, -0.943)
C (-2.353, -3.617, -2.370)
C (-1.194, -2.693, -2.489)
O (-1.397, -1.451, -2.389)
O (-0.044, -3.214, -2.414)
H (-1.365, -4.425, 0.185)
H (-2.234, -3.410, 1.051)
H (-3.489, -2.681, -0.847)
H (-3.532, -4.445, -0.705)
H (-3.178, -3.461, -3.030)
H (-1.982, -4.638, -2.496)
C (-1.350, 0.903, -4.832)
S (-0.191, 2.293, -4.858)
C (-1.145, 3.570, -3.924)
C (-0.793, 3.574, -2.437)
C (-1.003, 2.240, -1.824)
N (-0.728, 2.134, -0.354)
P (0.909, 1.616, -0.066)
C (2.084, 2.565, -1.139)
C (2.731, 3.680, -0.623)
C (3.675, 4.366, -1.403)
C (4.092, 3.841, -2.652)
C (3.456, 2.698, -3.112)
C (2.452, 2.098, -2.392)
C (1.362, 2.257, 1.580)
C (0.906, 3.451, 2.135)
C (1.376, 3.911, 3.364)
C (2.287, 3.146, 4.071)
C (2.708, 1.947, 3.548)
C (2.273, 1.512, 2.311)
P (-1.643, 0.836, 0.298)
C (-3.340, 1.074, -0.401)
C (-4.094, -0.035, -0.629)
C (-5.411, 0.066, -1.077)
C (-6.030, 1.272, -1.278)
C (-5.272, 2.451, -1.088)
C (-3.953, 2.329, -0.634)
C (-1.823, 1.292, 2.062)
C (-1.532, 0.436, 3.089)
C (-1.480, 0.820, 4.386)
C (-1.719, 2.177, 4.648)
C (-2.134, 3.054, 3.655)
C (-2.238, 2.592, 2.344)
H (-0.985, 0.105, -5.433)
H (-2.328, 1.195, -5.257)
H (-1.527, 0.550, -3.838)
H (-2.206, 3.550, -4.161)
H (-0.857, 4.475, -4.421)
H (-1.323, 4.384, -1.912)
H (0.226, 3.933, -2.318)
H (-0.313, 1.530, -2.305)
H (-2.077, 1.986, -1.979)
H (2.439, 4.125, 0.345)
H (4.243, 5.182, -0.939)
H (4.875, 4.313, -3.197)
H (3.756, 2.203, -4.069)
H (1.960, 1.241, -2.821)
H (0.264, 3.948, 1.481)
H (1.026, 4.859, 3.779)
H (2.658, 3.454, 5.028)
H (3.340, 1.310, 4.152)
H (2.713, 0.681, 1.777)
H (-3.689, -1.031, -0.489)
H (-5.940, -0.900, -1.204)
H (-7.084, 1.360, -1.545)
H (-5.686, 3.458, -1.134)
H (-3.485, 3.214, -0.384)
H (-1.207, -0.585, 2.834)
H (-1.239, 0.139, 5.164)
H (-1.746, 2.536, 5.681)
H (-2.340, 4.084, 3.883)
H (-2.522, 3.282, 1.524)
F (4.924, -2.410, -1.869)
C (4.642, -1.196, -1.437)
F (5.010, -0.337, -2.358)
F (5.302, -1.010, -0.322)
C (3.138, -1.111, -1.144)
O (2.829, -1.101, 0.110)
O (2.291, -1.013, -2.047)

Calculated values
Maximum force ... 2.7 eV/Å
Frontier orbital gap ... 7.51 eV
Total energy ... -96827.9342 eV
Charge ... +1

This record from OMol25 describes one molecule with the formula C5H4O3 at a distorted geometry. The level of theory is the ωB97M-V functional and the def2-TZVPD basis.

Positions of all 12 atoms, in Å:
C (-1.093, -0.555, 0.052)
C (-0.810, 0.760, -0.334)
C (0.630, 1.181, 0.002)
C (1.667, 0.413, 0.004)
C (1.236, -0.888, -0.132)
H (-3.057, -0.676, 0.210)
H (-1.760, 1.440, -0.062)
H (0.725, 2.236, 0.242)
H (2.752, 0.647, 0.153)
O (-2.171, -1.215, -0.137)
O (1.977, -1.897, -0.187)
O (-0.098, -1.446, 0.190)

Calculated values
Maximum force ... 10.3 eV/Å
Frontier orbital gap ... 8.97 eV
Total energy ... -11389.1558 eV
Charge ... 0
SMILES ... O=c1cccc(O)o1

This record from OMol25 describes C30H42N2O2P2Tc as an isolated structure at a distorted geometry. The level of theory is the ωB97M-V functional and the def2-TZVPD basis.

Positions of all 79 atoms, in Å:
P (-1.383, 2.845, -0.318)
P (-2.409, 0.449, -3.249)
C (-2.223, 3.065, -2.332)
C (-3.223, 2.112, -2.968)
H (-1.237, 3.095, -2.818)
H (-2.597, 4.096, -2.382)
H (-4.221, 2.104, -2.389)
H (-3.304, 2.441, -4.043)
C (-1.177, 0.950, -4.510)
H (-0.235, 0.389, -4.432)
H (-0.969, 2.017, -4.367)
H (-1.631, 0.801, -5.492)
C (-3.683, -0.585, -4.313)
H (-4.233, 0.092, -4.975)
H (-4.594, -0.926, -3.806)
H (-3.421, -1.517, -4.836)
C (-0.719, 4.562, -0.155)
H (-0.525, 4.710, 0.907)
H (-1.386, 5.370, -0.426)
H (0.185, 4.686, -0.754)
C (-3.206, 3.827, -0.097)
H (-4.035, 3.155, -0.334)
H (-3.327, 4.718, -0.757)
H (-3.395, 4.286, 0.875)
Tc (0.415, 2.257, 0.394)
C (-2.314, -2.934, -1.338)
C (-2.253, -1.892, -2.243)
C (-1.840, -0.814, -0.902)
C (-2.917, -0.461, 0.173)
C (-4.282, -0.584, -0.513)
C (-4.543, -1.515, -1.462)
C (-4.766, -2.942, -0.970)
C (-3.386, -3.368, -0.396)
C (-0.226, 2.730, 2.281)
H (-1.381, -3.499, -1.314)
H (-1.268, -1.940, -2.804)
H (-1.174, -0.032, -1.248)
H (-1.138, -1.442, -0.321)
H (-2.774, -1.236, 0.992)
H (-2.714, 0.501, 0.756)
H (-5.113, -0.290, 0.117)
H (-4.937, -1.329, -2.448)
H (-5.089, -3.685, -1.696)
H (-5.401, -2.830, -0.087)
H (-3.373, -2.788, 0.531)
H (-3.135, -4.346, 0.044)
H (-0.727, 1.825, 2.715)
H (-0.904, 3.603, 2.304)
H (0.748, 3.039, 2.708)
O (1.843, -1.077, -1.569)
C (2.212, -0.670, -0.492)
N (3.089, -1.248, 0.429)
C (3.370, -0.430, 1.588)
C (2.535, 0.810, 1.218)
O (2.530, 1.917, 1.808)
N (1.904, 0.672, 0.062)
C (3.047, -1.286, 2.824)
C (2.028, -1.036, 3.746)
C (1.714, -2.021, 4.720)
C (2.394, -3.246, 4.777)
C (3.379, -3.524, 3.816)
C (3.696, -2.529, 2.880)
C (4.881, -0.189, 1.584)
C (5.688, -0.237, 2.735)
C (7.073, -0.483, 2.585)
C (7.620, -0.618, 1.300)
C (6.842, -0.303, 0.174)
C (5.479, -0.033, 0.332)
H (3.321, -2.246, 0.397)
H (1.408, -0.139, 3.745)
H (0.983, -1.859, 5.521)
H (2.244, -4.006, 5.566)
H (3.985, -4.438, 3.790)
H (4.468, -2.715, 2.138)
H (5.197, -0.198, 3.722)
H (7.717, -0.593, 3.473)
H (8.660, -0.961, 1.174)
H (7.295, -0.253, -0.815)
H (4.839, 0.171, -0.532)

Calculated values
Maximum force ... 11.7 eV/Å
Frontier orbital gap (spin up / spin down) ... 5.07 / 4.55 eV
Total energy ... -59611.9631 eV
Charge ... +2
Spin multiplicity ... 4

This record from OMol25 describes C31H56BrInN7O2 as an isolated structure. The level of theory is the ωB97M-V functional and the def2-TZVPD basis.

Positions of all 98 atoms, in Å:
O (2.207, -2.935, -2.907)
C (2.493, -4.037, -2.524)
O (2.648, -5.098, -3.342)
C (3.954, -5.735, -3.296)
C (4.940, -4.978, -4.162)
In (5.735, -2.999, -3.481)
Br (5.329, -3.042, -0.828)
H (2.647, -4.277, -1.457)
H (4.288, -5.826, -2.255)
H (3.760, -6.750, -3.654)
H (4.468, -4.840, -5.140)
H (5.805, -5.635, -4.312)
H (7.444, -2.908, -3.823)
H (4.808, -1.704, -4.155)
C (0.617, -2.097, -5.520)
C (0.194, -0.713, -5.992)
C (1.032, -0.224, -7.181)
C (2.466, -0.129, -6.892)
N (3.588, -0.051, -6.670)
H (1.642, -2.090, -5.154)
H (-0.012, -2.441, -4.701)
H (0.542, -2.828, -6.330)
H (0.283, 0.000, -5.169)
H (-0.855, -0.714, -6.295)
H (0.696, 0.761, -7.511)
H (0.913, -0.913, -8.021)
C (8.688, 2.211, -0.312)
C (7.405, 1.660, 0.298)
C (7.241, 0.154, 0.071)
C (7.182, -0.190, -1.346)
N (7.142, -0.469, -2.456)
H (8.693, 2.073, -1.393)
H (8.789, 3.278, -0.108)
H (9.565, 1.706, 0.098)
H (6.543, 2.179, -0.125)
H (7.396, 1.848, 1.374)
H (6.323, -0.219, 0.529)
H (8.074, -0.394, 0.518)
C (-0.540, -1.548, -1.650)
C (-0.953, -0.090, -1.517)
C (-2.457, 0.127, -1.721)
C (-2.901, -0.279, -3.055)
N (-3.251, -0.595, -4.100)
H (-0.745, -1.929, -2.650)
H (0.529, -1.667, -1.478)
H (-1.075, -2.172, -0.929)
H (-0.403, 0.520, -2.238)
H (-0.692, 0.280, -0.523)
H (-2.719, 1.178, -1.585)
H (-3.022, -0.447, -0.985)
C (-0.991, -0.463, 2.911)
C (-2.257, -0.267, 3.734)
C (-3.532, -0.270, 2.882)
C (-3.545, 0.812, 1.900)
N (-3.557, 1.660, 1.128)
H (-0.850, 0.354, 2.200)
H (-0.115, -0.493, 3.559)
H (-1.014, -1.401, 2.356)
H (-2.206, 0.673, 4.288)
H (-2.350, -1.065, 4.471)
H (-4.407, -0.144, 3.518)
H (-3.630, -1.217, 2.346)
C (2.918, -1.034, 5.009)
C (3.836, -2.010, 4.285)
C (3.434, -2.235, 2.823)
C (2.082, -2.784, 2.724)
N (1.030, -3.238, 2.688)
H (1.895, -1.415, 5.050)
H (3.252, -0.872, 6.035)
H (2.899, -0.065, 4.506)
H (3.841, -2.969, 4.806)
H (4.861, -1.634, 4.297)
H (4.122, -2.920, 2.325)
H (3.460, -1.297, 2.264)
C (-5.049, 4.657, -0.102)
C (-6.259, 4.375, 0.776)
C (-7.352, 5.446, 0.675)
C (-6.882, 6.764, 1.100)
N (-6.513, 7.797, 1.433)
H (-4.548, 5.583, 0.186)
H (-4.333, 3.843, -0.008)
H (-5.336, 4.740, -1.152)
H (-5.944, 4.283, 1.817)
H (-6.699, 3.417, 0.492)
H (-8.208, 5.185, 1.300)
H (-7.707, 5.529, -0.354)
C (-6.162, 3.592, 4.829)
C (-7.086, 2.596, 4.140)
C (-7.452, 1.411, 5.045)
C (-6.269, 0.655, 5.451)
N (-5.339, 0.055, 5.750)
H (-5.210, 3.129, 5.092)
H (-5.947, 4.440, 4.179)
H (-6.615, 3.981, 5.744)
H (-6.617, 2.222, 3.228)
H (-8.013, 3.091, 3.842)
H (-8.131, 0.724, 4.537)
H (-7.954, 1.766, 5.949)

Calculated values
Maximum force ... 0.8 eV/Å
Frontier orbital gap ... 6.35 eV
Total energy ... -122797.5205 eV
Charge ... -1

This record from OMol25 describes C22H37O2SiW as an isolated structure at a distorted geometry. The level of theory is the ωB97M-V functional and the def2-TZVPD basis.

Positions of all 63 atoms, in Å:
O (2.764, 0.046, -1.346)
C (3.095, -0.598, -2.633)
C (4.076, 0.508, -3.048)
H (2.206, -0.665, -3.281)
H (3.602, -1.582, -2.549)
C (3.769, 1.068, -1.637)
H (3.712, 1.075, -3.910)
H (5.123, 0.205, -3.166)
C (3.254, 2.483, -1.635)
H (2.270, 2.568, -2.103)
H (3.933, 3.139, -2.190)
H (3.214, 2.832, -0.595)
C (4.936, 0.885, -0.682)
H (5.274, -0.160, -0.678)
H (4.596, 1.137, 0.327)
H (5.774, 1.543, -0.951)
W (-0.432, -0.224, 1.802)
C (-0.708, -2.126, 3.555)
C (-1.470, -2.706, 2.506)
C (-0.659, -2.759, 1.329)
H (-2.462, -3.145, 2.613)
C (0.649, -2.256, 1.664)
C (0.619, -1.850, 3.058)
H (1.492, -1.600, 3.652)
H (-1.023, -2.034, 4.600)
H (-0.917, -3.272, 0.407)
H (1.536, -2.286, 1.041)
C (-0.829, 0.863, 3.701)
C (0.536, 1.107, 3.314)
C (0.528, 1.732, 2.023)
H (1.403, 0.997, 3.959)
C (-0.845, 1.897, 1.623)
C (-1.682, 1.375, 2.675)
H (-2.766, 1.436, 2.710)
H (-1.168, 0.458, 4.648)
H (1.394, 2.102, 1.479)
H (-1.193, 2.438, 0.750)
O (0.080, 1.297, -3.084)
C (0.026, 1.393, -1.641)
C (-0.077, -0.002, -1.022)
H (-0.876, 1.992, -1.414)
H (0.892, 1.975, -1.285)
C (-0.422, -0.923, -2.218)
H (-0.972, 0.002, -0.330)
H (0.881, -0.271, -0.546)
C (-0.652, 0.050, -3.376)
H (-1.323, -1.477, -1.978)
H (0.376, -1.652, -2.420)
H (-1.722, 0.325, -3.492)
H (-0.302, -0.326, -4.340)
C (-4.551, -0.615, 1.907)
Si (-3.161, -0.555, 0.659)
C (-3.367, -2.014, -0.505)
C (-3.341, 1.017, -0.372)
H (-4.339, -1.284, 2.753)
H (-5.447, -0.990, 1.385)
H (-4.775, 0.388, 2.300)
H (-4.227, -1.805, -1.159)
H (-2.506, -2.218, -1.150)
H (-3.567, -2.931, 0.063)
H (-4.220, 0.866, -1.016)
H (-3.524, 1.890, 0.270)
H (-2.488, 1.241, -1.024)

Calculated values
Maximum force ... 5.4 eV/Å
Frontier orbital gap (spin up / spin down) ... 6.46 / 7.21 eV
Total energy ... -37202.3881 eV
Charge ... +1
Spin multiplicity ... 3

This record from OMol25 describes one molecule with the formula C4H4O at a distorted geometry. The level of theory is the ωB97M-V functional and the def2-TZVPD basis.

Positions of all 9 atoms, in Å:
C (-0.505, 0.963, 2.012)
C (-0.266, 0.300, 1.039)
C (0.016, -0.544, -0.101)
C (-0.058, -0.051, -1.478)
O (1.281, -0.503, -0.707)
H (-0.705, 1.562, 2.871)
H (-0.206, -1.598, 0.043)
H (0.811, 0.683, -1.468)
H (-0.368, -0.811, -2.211)

Calculated values
Maximum force ... 3.3 eV/Å
Frontier orbital gap ... 11.15 eV
Total energy ... -6254.6781 eV
Charge ... 0
SMILES ... C#C[C@H]1CO1